{"formula": "C2H2ClP", "method": "the ωB97M-V functional and the def2-TZVPD basis", "spin_multiplicity": 1, "homo_energy_ev": [-9.9, -8.7], "e_lumo_ev": [-1.4, -0.3], "e_tot_ev": -23910.56425, "fmax_ev_per_a": 2.56, "species": ["C", "C", "P", "Cl", "H", "H"], "coordinates": [[0.39387, -0.42958, -0.39419], [-0.52404, 0.33232, 0.44754], [-0.70446, -1.56235, -0.07217], [-1.80843, 1.36125, -0.14961], [2.82653, -0.22429, -1.23843], [-0.18347, 0.52264, 1.40687]]}



{"formula": "C33H37IrO5", "method": "the ωB97M-V functional and the def2-TZVPD basis", "spin_multiplicity": 6, "homo_energy_ev": [0.5, -6.0], "e_lumo_ev": [1.4, -0.1], "total_charge": -1, "s2": 8.795, "e_tot_ev": -47889.72973, "fmax_ev_per_a": 5.10, "species": ["C", "C", "C", "C", "H", "H", "C", "H", "H", "C", "H", "H", "C", "C", "C", "O", "O", "O", "O", "C", "H", "H", "H", "C", "H", "H", "H", "O", "H", "H", "C", "C", "H", "H", "H", "H", "H", "H", "Ir", "C", "C", "C", "H", "C", "C", "H", "H", "H", "H", "C", "C", "C", "H", "C", "C", "H", "H", "H", "H", "C", "C", "C", "C", "C", "C", "C", "C", "C", "C", "H", "H", "H", "H", "H", "H", "H"], "coordinates": [[0.30106, -0.29316, -7.29473], [0.03103, -0.89466, -5.90320], [-0.07936, 1.20607, -7.22989], [-0.99539, 1.31775, -6.00056], [-0.59799, 1.45676, -8.16013], [0.82622, 1.81887, -7.15867], [-1.19213, -0.10651, -5.41239], [0.91818, -0.68461, -5.28674], [-0.12868, -1.98354, -5.95529], [-1.29362, 0.10616, -3.92021], [-2.09920, -0.60432, -5.78931], [-1.97042, 1.73731, -6.28989], [-0.47050, 2.14307, -4.76375], [1.69371, -0.57940, -7.81244], [-0.50461, -0.98647, -8.39939], [-1.09740, -0.40950, -9.30008], [2.63896, -0.90950, -7.11442], [1.77751, -0.46632, -9.15143], [-0.47065, -2.32815, -8.33699], [-0.99592, -2.92617, -9.52759], [-0.76903, -3.98785, -9.44888], [-0.49908, -2.48419, -10.39295], [-2.07319, -2.75030, -9.60059], [3.07638, -0.79910, -9.62722], [3.84831, -0.24730, -9.08191], [3.07138, -0.55531, -10.68749], [3.25141, -1.87051, -9.48780], [-0.53764, 1.26561, -3.57981], [-0.93763, -0.74425, -3.31924], [-2.34557, 0.30148, -3.65520], [-1.38113, 3.34616, -4.54451], [0.98258, 2.60358, -4.85181], [1.13142, 3.30093, -5.68701], [1.66346, 1.74837, -4.96661], [1.26026, 3.14048, -3.93196], [-1.09015, 3.90617, -3.64534], [-2.42426, 3.01674, -4.43864], [-1.31964, 4.02517, -5.41049], [-0.06316, -0.00049, 0.02406], [-1.81112, 0.11381, 1.39568], [-2.29968, 0.13578, 0.04222], [-1.93464, -1.09705, -0.57652], [-2.84804, 0.94187, -0.43300], [-1.16133, -1.85606, 0.36965], [-1.12609, -1.12056, 1.60553], [-0.63398, -1.43611, 2.52707], [-1.94231, 0.88603, 2.14252], [-2.18593, -1.41008, -1.58420], [-0.70511, -2.82142, 0.18645], [1.87582, 1.07704, -0.06609], [2.00744, -0.09062, 0.75001], [1.70124, -1.23273, -0.06578], [2.26137, -0.11587, 1.80721], [1.40980, -0.75846, -1.39588], [1.53521, 0.66572, -1.38835], [1.37395, 1.31584, -2.23875], [2.02293, 2.10094, 0.25781], [1.69685, -2.26418, 0.26546], [1.14278, -1.37117, -2.25210], [0.22630, 4.11553, 4.17277], [0.58135, 2.76512, 3.99161], [0.34351, 2.13541, 2.78021], [-0.23427, 2.82815, 1.68052], [-0.49204, 2.25986, 0.40863], [-1.00775, 2.97180, -0.63523], [-1.37396, 4.33113, -0.43848], [-1.16750, 4.94273, 0.78523], [-0.59335, 4.22234, 1.86678], [-0.34364, 4.82756, 3.12192], [0.41717, 4.59774, 5.12985], [1.03608, 2.20517, 4.80769], [0.61375, 1.08107, 2.68159], [-1.13991, 2.50243, -1.61779], [-1.82602, 4.87591, -1.26765], [-1.43301, 5.99913, 0.93664], [-0.59069, 5.88228, 3.24676]]}



{"formula": "C3H10O", "method": "the ωB97M-V functional and the def2-TZVPD basis", "spin_multiplicity": 1, "smiles": "CC.CO", "homo_energy_ev": -10.4, "e_lumo_ev": 0.9, "e_tot_ev": -5319.94062, "fmax_ev_per_a": 1.12, "species": ["C", "C", "H", "H", "H", "H", "H", "H", "C", "O", "H", "H", "H", "H"], "coordinates": [[-1.46315, 0.82174, 0.99987], [-1.40045, 1.29935, -0.45978], [-1.61654, 1.65084, 1.69938], [-2.22162, 0.06870, 1.19352], [-0.51142, 0.38195, 1.30604], [-1.55185, 2.37104, -0.57054], [-2.14010, 0.77067, -1.06622], [-0.44330, 1.06187, -0.90252], [1.91131, -1.70957, -0.56557], [1.73852, -0.90327, 0.58205], [2.82648, -1.51565, -1.10595], [1.09686, -1.57489, -1.29960], [1.82146, -2.73655, -0.20940], [1.95383, 0.01377, 0.39872]]}



{"formula": "C10H12FN", "method": "the ωB97M-V functional and the def2-TZVPD basis", "spin_multiplicity": 2, "homo_energy_ev": [-13.2, -13.2], "e_lumo_ev": [-4.8, -9.1], "total_charge": 1, "s2": 0.766, "e_tot_ev": -14761.88719, "fmax_ev_per_a": 3.45, "species": ["C", "C", "C", "C", "N", "H", "H", "H", "H", "H", "H", "H", "F", "C", "C", "C", "C", "C", "C", "H", "H", "H", "H", "H"], "coordinates": [[-1.09580, 1.63284, 1.26425], [-1.03837, 2.66119, 2.40889], [-1.87628, 3.96478, 2.02186], [-3.20502, 3.68844, 1.55436], [-4.31774, 3.53140, 1.30487], [-2.09955, 1.32505, 0.97126], [-0.67190, 0.67103, 1.55294], [-0.56565, 1.90205, 0.35071], [0.01052, 2.81443, 2.66277], [-1.52972, 2.19293, 3.26177], [-1.27850, 4.57991, 1.34926], [-2.06037, 4.51236, 2.94617], [0.71205, -0.76299, -0.25688], [1.10179, -1.72959, -1.08943], [1.71353, -1.55283, -2.34942], [2.14001, -2.57302, -3.10390], [2.03829, -3.84571, -2.59058], [1.55657, -4.04903, -1.33808], [1.17584, -3.01474, -0.53718], [1.63959, -0.59495, -2.84275], [2.66830, -2.51526, -4.04410], [2.45389, -4.70084, -3.10286], [1.59635, -5.03780, -0.90546], [0.93216, -3.09963, 0.51154]]}



{"formula": "H4OP2", "method": "the ωB97M-V functional and the def2-TZVPD basis", "spin_multiplicity": 1, "homo_energy_ev": -9.8, "e_lumo_ev": -0.2, "e_tot_ev": -20687.43863, "fmax_ev_per_a": 4.01, "species": ["O", "P", "P", "H", "H", "H", "H"], "coordinates": [[2.26693, 0.71965, 0.30265], [-0.64094, 1.39552, -0.07672], [1.08709, 0.13432, -0.29866], [-0.42335, 1.62288, 1.28481], [-1.41964, 0.41777, 0.33019], [1.46895, -0.13724, -1.72976], [0.70645, -1.55832, 0.55480]]}



{"formula": "CHDyF3O2S", "method": "the ωB97M-V functional and the def2-TZVPD basis", "spin_multiplicity": 6, "homo_energy_ev": [-14.4, -14.6], "e_lumo_ev": [-6.9, -5.7], "total_charge": 1, "s2": 9.510, "e_tot_ev": -48208.69634, "fmax_ev_per_a": 4.65, "species": ["S", "O", "O", "Dy", "C", "F", "F", "F", "H"], "coordinates": [[1.31439, 0.00093, -0.13951], [0.85868, -1.27064, -0.91271], [0.87749, 1.10739, -1.13286], [-0.20776, -0.23947, -2.79349], [-0.06554, 0.06868, 1.15736], [0.33250, -0.81037, 2.08667], [-0.03466, 1.25856, 1.75478], [-1.52633, -0.29362, 1.09100], [-1.54877, 0.17854, -1.11124]]}



{"formula": "C6H12O", "method": "the ωB97M-V functional and the def2-TZVPD basis", "spin_multiplicity": 1, "smiles": "OC1C=C1.[H][H].C=CC", "homo_energy_ev": -9.4, "e_lumo_ev": 1.1, "e_tot_ev": -8459.74583, "fmax_ev_per_a": 0.40, "species": ["O", "C", "C", "C", "H", "H", "H", "H", "H", "H", "C", "C", "C", "H", "H", "H", "H", "H", "H"], "coordinates": [[-1.17907, 1.49785, -0.25093], [-2.10945, 0.52048, -0.63634], [-1.71246, -0.85715, -1.01021], [-2.31965, -0.72740, 0.13711], [-0.39224, 1.04432, 0.09106], [-2.93692, 1.03162, -1.12946], [-1.21306, -1.50397, -1.71908], [-2.68117, -1.18659, 1.04663], [-0.72498, 1.25059, 2.85110], [-1.07833, 1.27348, 2.19614], [1.73651, 0.23783, 1.12050], [1.56874, -0.64236, 0.13497], [1.99299, -0.42672, -1.28811], [1.43070, 0.01779, 2.13957], [2.19895, 1.20793, 0.94506], [1.10259, -1.60260, 0.36034], [2.81601, -1.10260, -1.55043], [2.32820, 0.60189, -1.45271], [1.17263, -0.63440, -1.98522]]}



{"formula": "C35H70N2O10PS", "method": "the ωB97M-V functional and the def2-TZVPD basis", "spin_multiplicity": 1, "homo_energy_ev": -10.5, "e_lumo_ev": -2.7, "total_charge": 1, "e_tot_ev": -80998.22820, "fmax_ev_per_a": 3.87, "species": ["C", "C", "C", "C", "C", "S", "C", "C", "C", "N", "O", "P", "N", "H", "H", "H", "H", "H", "H", "H", "H", "H", "H", "H", "H", "H", "H", "H", "H", "C", "C", "O", "C", "H", "H", "H", "H", "H", "H", "C", "C", "O", "C", "H", "H", "H", "H", "H", "H", "C", "C", "O", "C", "H", "H", "H", "H", "H", "H", "C", "C", "O", "C", "H", "H", "H", "H", "H", "H", "C", "C", "O", "C", "H", "H", "H", "H", "H", "H", "C", "C", "O", "C", "H", "H", "H", "H", "H", "H", "C", "C", "O", "C", "H", "H", "H", "H", "H", "H", "C", "C", "O", "C", "H", "H", "H", "H", "H", "H", "C", "C", "O", "C", "H", "H", "H", "H", "H", "H"], "coordinates": [[2.81595, -4.94119, 0.54213], [1.70549, -5.43351, 0.72026], [0.14644, -5.67219, 0.78037], [-0.45333, -5.46441, 2.26863], [-1.45912, -4.25219, 2.37710], [-0.70646, -2.56680, 2.37549], [-0.08819, -2.21976, 0.64220], [0.70388, -0.81322, 0.62191], [2.20962, -1.20776, 0.26318], [2.38751, -1.68561, -1.12246], [3.11481, -1.15897, 1.07819], [1.07429, -2.42918, 3.59061], [2.13843, -3.56865, 3.38893], [3.78321, -4.43802, 0.81083], [-0.00918, -6.75013, 0.47611], [-0.40150, -5.03671, 0.01761], [0.34821, -5.48322, 3.06546], [-1.07748, -6.41769, 2.45249], [-2.16541, -4.32385, 1.48735], [-2.07787, -4.38728, 3.31175], [0.59521, -3.02668, 0.25681], [-1.03497, -2.07548, 0.01339], [0.62361, -0.24738, 1.59151], [0.27794, -0.12866, -0.18062], [2.87548, -0.97121, -1.67085], [2.92734, -2.55628, -1.04237], [1.68528, -1.18196, 3.24362], [0.63927, -2.29820, 4.95899], [3.02314, -3.16638, 3.03869], [-3.87915, 1.26486, -0.40711], [-3.04805, 0.28483, -1.19106], [-2.66520, -0.76070, -0.69444], [-2.70829, 0.64564, -2.60967], [-4.04668, 0.87496, 0.59842], [-3.35383, 2.21906, -0.33027], [-4.84594, 1.40494, -0.89381], [-2.13088, 1.57230, -2.62921], [-3.62281, 0.75850, -3.19473], [-2.10654, -0.14999, -3.05142], [-0.08897, 4.97639, -3.91869], [-0.07139, 3.48155, -4.06525], [-0.89398, 2.90274, -4.75084], [1.00476, 2.72506, -3.32967], [-0.91648, 5.38651, -4.50229], [-0.23255, 5.24466, -2.87120], [0.84448, 5.39688, -4.29181], [0.90979, 2.89582, -2.25520], [1.98799, 3.04660, -3.67642], [0.89474, 1.65614, -3.52727], [6.27190, -2.09801, 0.54594], [6.72549, -2.49796, -0.83395], [6.03463, -3.20884, -1.53949], [8.05923, -1.98436, -1.30018], [5.29500, -2.53982, 0.74522], [6.98072, -2.46249, 1.29227], [6.18339, -1.01176, 0.60805], [8.84884, -2.34419, -0.63695], [8.05306, -0.88890, -1.32005], [8.25449, -2.35207, -2.30884], [-3.00063, 3.76912, -6.84177], [-3.59515, 5.15101, -6.76494], [-3.69722, 5.73686, -5.70535], [-4.05862, 5.77937, -8.05430], [-2.71220, 3.44472, -5.84387], [-3.73903, 3.06877, -7.23917], [-2.11181, 3.78165, -7.47566], [-4.84273, 5.16788, -8.50514], [-3.21699, 5.88035, -8.74236], [-4.46341, 6.77142, -7.84839], [2.45370, 6.57142, -0.37383], [2.91667, 6.17835, -1.75258], [2.23827, 5.46755, -2.46577], [4.25316, 6.70215, -2.21056], [1.47756, 6.12322, -0.17941], [3.16176, 6.20827, 0.37401], [2.36015, 7.65729, -0.30843], [5.04092, 6.34476, -1.54412], [4.23953, 7.79368, -2.22637], [4.45706, 6.34009, -3.21928], [7.43281, 2.42623, -0.21363], [8.70388, 2.01132, -0.90929], [8.89354, 0.85900, -1.24332], [9.72905, 3.08182, -1.17381], [6.78750, 1.55503, -0.08885], [7.66463, 2.83433, 0.77206], [6.90541, 3.16932, -0.81507], [10.06225, 3.51901, -0.23042], [9.30290, 3.85396, -1.81745], [10.58967, 2.64120, -1.67851], [-4.54414, -8.13228, 4.49527], [-3.49095, -7.06275, 4.43137], [-2.76478, -6.94446, 3.45939], [-3.36780, -6.14136, 5.61731], [-4.51928, -8.71934, 3.57630], [-4.34908, -8.79593, 5.34010], [-5.53194, -7.67807, 4.59301], [-3.12144, -6.71707, 6.51115], [-4.30339, -5.59834, 5.76463], [-2.56871, -5.41985, 5.43520], [-2.33656, 7.50091, -0.61877], [-1.82011, 6.18095, -0.11092], [-1.12964, 5.46325, -0.80712], [-2.19331, 5.78541, 1.29450], [-1.99092, 7.65486, -1.64199], [-3.42821, 7.49965, -0.61458], [-1.95805, 8.31328, 0.00498], [-3.27876, 5.70837, 1.38334], [-1.80864, 6.52180, 2.00274], [-1.75320, 4.81395, 1.52580], [-9.00582, -5.49844, 5.11930], [-8.48356, -6.82470, 5.60732], [-7.79721, -7.53311, 4.89768], [-8.84608, -7.23775, 7.00966], [-8.66773, -5.33126, 4.09551], [-10.09732, -5.50135, 5.13143], [-8.62402, -4.69330, 5.75034], [-9.93063, -7.31745, 7.10528], [-8.45729, -6.50946, 7.72426], [-8.40341, -8.21106, 7.22574]]}